42
Properties=species:S:1:pos:R:3:forces:R:3:lowdin_charge:R:1 method="wB97M-V/def2-TZVPD" homo_lumo_gap_ev=8.544 relative_energy_kj_mol=6.1 smiles="CC(C)(C)c1ccc(C(=O)Nc2ccc(B(O)O)cc2)cc1" homo_ev=-8.24
O -1.496 -3.467 -7.088 0.77 1.24 -1.37 0.12
O -0.397 1.894 -1.642 0.24 -0.08 0.22 0.07
O -0.243 -1.477 -8.094 -1.11 -1.59 0.54 0.10
N -0.904 -0.308 -1.554 -0.25 -0.55 1.84 0.13
C -0.906 -0.683 -2.891 0.27 0.07 -1.21 -0.22
C -1.505 -1.892 -3.269 1.00 0.58 -0.25 -0.01
C -0.592 -0.067 1.351 -0.24 -0.39 0.59 -0.03
C -0.255 -0.355 -5.167 0.03 -0.08 -0.91 -0.04
C -0.521 0.891 -0.960 -0.41 0.53 -1.51 -0.38
C 0.475 1.036 3.216 0.63 -1.05 0.89 -0.17
C -0.800 -1.579 -5.541 0.16 -1.18 -1.56 -0.11
C 0.466 2.007 1.011 0.44 0.33 -0.39 0.00
C -0.231 -0.045 2.689 -0.36 -0.53 0.23 -0.01
C 0.045 0.182 5.586 0.20 -0.35 -0.26 -0.07
C 2.427 0.367 4.714 -0.91 0.10 -0.44 -0.03
C 1.004 1.016 4.678 -0.70 -0.15 0.40 -0.51
C -0.252 0.952 0.499 -0.09 -0.63 -0.28 -0.15
C 0.840 2.034 2.336 -0.10 0.55 -0.17 -0.02
C -0.261 0.080 -3.872 0.01 1.18 1.02 -0.01
C -1.387 -2.372 -4.572 -0.52 0.78 1.12 -0.04
C 0.957 2.443 5.261 -0.05 0.01 0.09 -0.07
B -0.822 -2.233 -7.013 0.15 1.20 -0.16 -0.48
H 2.294 -0.702 4.636 -0.04 -0.44 -0.25 0.07
H -1.009 0.438 5.413 0.30 0.09 0.10 0.09
H -0.376 -1.778 -9.023 0.11 0.12 1.25 0.10
H -0.052 2.869 5.126 0.37 -0.10 -0.07 0.10
H 2.969 0.499 5.641 0.03 0.50 0.28 0.08
H 1.689 3.112 4.806 -0.05 0.00 0.04 0.07
H 0.143 -0.902 5.423 0.00 0.29 -0.12 0.07
H 1.422 2.879 2.654 0.20 0.16 0.26 0.11
H -1.847 -3.306 -4.834 0.01 -0.26 -0.01 0.10
H 0.282 0.335 6.647 -0.03 0.13 -0.22 0.08
H -1.194 -1.068 -0.940 0.33 0.52 -0.17 0.13
H 0.165 1.057 -3.574 -0.30 -0.86 -0.42 0.12
H -1.173 -0.891 0.981 -0.10 -0.39 0.06 0.10
H -1.619 -3.717 -8.022 0.06 -0.13 0.60 0.11
H -0.515 -0.921 3.293 0.20 0.67 -0.16 0.12
H -1.944 -2.465 -2.499 -0.64 -0.75 0.64 0.09
H 0.149 0.280 -5.943 0.23 0.04 0.00 0.11
H 0.813 2.766 0.329 -0.09 0.24 -0.05 0.12
H 1.135 2.419 6.346 0.14 -0.03 -0.31 0.08
H 3.024 0.673 3.857 0.14 0.22 0.13 0.08

---

52
Properties=species:S:1:pos:R:3:forces:R:3:lowdin_charge:R:1 method="wB97M-V/def2-TZVPD" homo_lumo_gap_ev=4.592 relative_energy_kj_mol=47.7 homo_ev=-0.60 charge=-2
Pd 0.374 0.686 0.108 -0.03 0.30 0.41 0.55
Br 7.063 -1.002 -0.541 0.04 -0.05 -0.03 0.68
Br 1.482 -1.425 4.827 -0.05 0.01 -0.06 0.64
Cl -0.308 5.565 0.214 0.07 -0.15 -0.09 0.41
Cl -0.206 3.203 -1.589 -0.16 0.14 -0.19 0.57
S 1.217 -1.938 -0.789 -0.12 0.09 -0.31 0.13
S 0.196 -0.831 -2.185 -0.08 0.13 0.30 -0.03
O -1.040 -0.305 -1.479 0.29 -0.21 0.10 -0.54
O -0.196 -1.644 -3.332 -0.03 -0.06 -0.09 -0.46
O 1.040 0.328 -2.519 0.06 -0.10 -0.18 -0.51
O -2.332 -0.604 1.575 -0.35 0.08 0.05 0.02
N 3.434 1.905 -0.422 0.09 0.01 -0.09 0.13
N -2.748 -2.443 0.299 0.15 0.09 0.03 -0.08
N -3.762 -0.377 -0.197 0.25 0.18 -0.11 -0.09
N 1.493 1.798 1.404 -0.37 -0.25 -0.15 -0.07
C 4.672 0.096 0.530 -0.04 0.00 -0.11 -0.07
C -4.094 -2.289 -1.698 0.01 0.02 0.01 -0.16
C -1.777 -3.176 1.095 0.15 0.02 -0.03 -0.07
C -4.004 -0.779 -1.582 -0.12 -0.05 0.11 -0.19
C 1.416 -0.171 3.383 0.25 0.03 0.01 -0.70
C 5.560 0.162 -0.516 -0.08 0.16 -0.05 -0.68
C 2.568 -0.009 2.589 -0.06 -0.08 0.12 -0.11
C 5.376 1.066 -1.550 0.07 -0.10 0.03 -0.12
C -2.869 -1.097 0.591 0.01 -0.29 0.14 -0.51
C 0.324 1.502 2.078 0.19 -0.17 -0.14 -0.26
C -3.645 1.065 -0.055 0.00 0.04 -0.03 -0.07
C 4.289 1.915 -1.436 -0.06 0.02 0.06 -0.13
C 2.521 0.907 1.566 0.21 0.01 0.07 -0.28
C -2.836 -2.876 -1.091 -0.09 0.01 0.00 -0.17
C 0.679 4.208 -0.476 0.16 0.12 0.17 -1.02
C 0.281 0.516 3.113 -0.18 0.10 -0.05 -0.14
C 3.589 0.984 0.528 -0.05 0.09 0.20 -0.21
H -0.641 0.343 3.647 -0.02 -0.01 -0.03 0.09
H -3.506 1.321 0.991 -0.02 -0.03 0.00 0.08
H 4.798 -0.648 1.299 -0.03 0.00 0.03 0.09
H -2.079 -4.227 1.126 0.01 -0.02 -0.02 0.07
H -4.175 -2.569 -2.751 0.01 0.00 -0.01 0.11
H -1.759 -2.774 2.103 -0.03 0.00 0.01 0.08
H -0.427 2.286 2.080 -0.02 -0.02 0.02 0.09
H 6.032 1.097 -2.407 0.01 0.01 0.01 0.09
H -4.938 -0.302 -1.902 0.00 -0.04 0.02 0.11
H 1.028 3.587 0.348 -0.01 -0.01 -0.04 -0.03
H -4.975 -2.661 -1.165 0.00 0.00 -0.02 0.11
H 3.416 -0.656 2.743 0.00 0.00 -0.01 0.08
H -2.788 1.451 -0.621 -0.02 -0.02 0.00 0.07
H -1.961 -2.547 -1.659 0.03 -0.06 0.02 0.09
H -2.854 -3.969 -1.094 -0.08 0.00 0.00 0.12
H -3.189 -0.418 -2.214 0.06 0.05 -0.02 0.11
H 1.510 4.671 -0.995 -0.04 0.02 0.00 0.01
H 4.088 2.643 -2.215 0.02 0.00 -0.02 0.11
H -0.771 -3.088 0.670 -0.05 -0.02 0.02 0.02
H -4.567 1.522 -0.424 0.02 0.03 -0.02 0.07

---

47
Properties=species:S:1:pos:R:3:forces:R:3:lowdin_charge:R:1 method="wB97M-V/def2-TZVPD" homo_lumo_gap_ev=9.322 relative_energy_kj_mol=12.4 smiles="O=C(NCC[C@@H](F)Cn1cc(C2(C3CC3)CC2)nn1)c1ncnc(O)c1Br" homo_ev=-9.30
Br -3.208 2.245 -1.747 0.00 0.00 0.00 0.89
F 1.526 0.975 4.865 0.00 0.00 0.00 -0.02
O -1.188 2.747 -3.918 0.00 0.00 -0.01 0.07
O -2.244 1.356 1.047 0.02 -0.02 0.00 0.03
N 0.713 2.911 -2.685 0.01 0.00 0.00 0.16
N 2.217 -0.458 0.967 0.00 0.01 0.01 0.05
N 0.665 2.679 -0.339 0.01 -0.01 0.00 0.13
N 1.779 -0.699 -0.227 0.00 -0.01 -0.01 0.08
N 1.348 -0.988 1.833 0.01 0.00 0.00 -0.14
N -0.632 2.635 2.000 0.00 0.01 0.00 0.08
C 0.001 -3.302 -1.639 0.00 -0.01 0.00 -0.24
C -0.591 2.713 -2.728 -0.02 0.00 0.00 -0.45
C 1.032 0.653 3.597 0.00 0.00 0.00 -0.32
C 1.525 -0.746 3.250 0.00 0.00 0.00 -0.07
C -0.653 2.437 -0.389 -0.01 0.00 0.00 -0.21
C 1.282 2.892 -1.483 0.01 0.01 0.00 -0.18
C -0.950 2.213 3.353 0.01 0.00 0.00 -0.15
C -0.214 -3.872 -3.009 0.01 0.01 0.01 -0.11
C 1.176 -3.791 -2.435 -0.02 0.00 0.00 -0.10
C -0.476 0.786 3.610 0.00 0.00 0.00 -0.12
C 0.319 -1.567 1.178 0.00 -0.01 0.00 0.01
C -1.355 2.464 -1.577 0.01 0.00 0.00 -0.53
C -1.277 2.087 0.948 -0.03 0.02 0.00 -0.45
C -0.146 -1.835 -1.348 0.00 0.00 0.00 -0.37
C 0.605 -1.382 -0.150 0.00 0.01 -0.01 -0.22
C -0.245 -0.836 -2.462 -0.01 -0.01 0.01 -0.06
C -1.458 -1.148 -1.629 0.02 0.00 0.00 -0.05
H -0.680 -4.845 -3.074 0.00 0.00 0.00 0.10
H 1.662 -4.708 -2.134 0.01 0.00 0.00 0.10
H -0.466 -3.203 -3.819 0.00 0.00 0.00 0.09
H -0.502 -2.043 1.686 0.00 0.00 0.00 0.14
H 2.350 3.065 -1.447 0.00 0.00 0.00 0.12
H -0.836 0.427 4.578 0.00 0.00 0.00 0.13
H -0.495 2.920 -4.572 0.00 0.00 0.00 0.13
H -0.312 -3.938 -0.818 0.00 0.00 0.00 0.14
H 0.983 -1.507 3.811 0.00 0.00 0.00 0.14
H -0.482 2.913 4.046 0.00 0.00 0.00 0.13
H -1.809 -0.408 -0.921 -0.01 0.00 0.00 0.07
H -0.914 0.150 2.839 0.00 0.00 0.00 0.10
H 0.269 0.101 -2.301 0.00 0.00 -0.01 0.08
H 1.493 1.348 2.890 0.00 0.00 0.00 0.14
H 1.835 -3.031 -2.834 0.00 0.00 0.00 0.11
H -0.221 -1.191 -3.482 0.00 0.01 0.00 0.10
H 2.587 -0.823 3.476 0.00 0.00 0.00 0.13
H -2.030 2.273 3.486 0.00 0.00 0.00 0.12
H -2.230 -1.750 -2.091 -0.01 0.00 0.00 0.11
H 0.249 3.080 1.796 0.00 0.00 0.00 0.12